Entry 1:
A molecular structure, C34H27N4O4P2RhSe2 in a non-equilibrium geometry, computed with ωB97M-V/def2-TZVPD.

```
74
Properties=species:S:1:pos:R:3:forces:R:3
Rh -0.36660 -0.26620 0.18760 0.3 -0.4 0.9
O 3.11640 0.31880 2.77980 0.0 0.0 0.1
C 2.14270 0.13720 2.12370 1.0 0.1 0.5
O 1.78880 -0.33900 1.06570 -0.5 -0.6 -1.2
C 0.62600 0.78960 3.01820 0.0 0.5 1.0
O 0.91760 1.33020 4.03790 0.1 -0.1 -0.1
O -0.35790 0.50780 2.35720 -0.7 -0.5 -0.6
Se -7.56060 -0.17290 -1.44070 0.1 0.3 0.0
P -6.05360 1.27060 -1.13830 -1.0 0.0 -0.3
C -6.45500 2.31590 0.29670 0.1 -0.1 -0.3
C -6.85720 3.64130 0.22000 0.1 -0.2 0.0
C -7.21270 4.30970 1.37950 -0.1 0.1 0.0
C -7.17860 3.65980 2.60220 -0.1 0.0 0.0
C -6.78600 2.33150 2.67430 0.0 0.0 0.0
C -6.43130 1.65690 1.52240 0.1 0.0 0.0
C -5.79690 2.30220 -2.61160 0.0 -0.2 0.3
C -4.60230 2.29860 -3.31780 -0.1 0.0 0.1
C -4.49450 3.03840 -4.48230 -0.1 -0.1 -0.2
C -5.57580 3.76530 -4.95060 0.1 -0.1 -0.1
C -6.77880 3.74400 -4.26130 0.0 0.1 0.0
C -6.89470 3.00360 -3.10110 0.0 0.1 0.0
C -4.50030 0.52090 -0.68690 0.4 0.3 0.1
C -3.19450 0.91200 -0.35910 -0.1 -0.2 -0.1
N -2.57120 -0.23700 -0.01580 0.6 0.8 0.1
N -3.41320 -1.23160 -0.10190 0.4 -0.7 0.3
N -4.57100 -0.80510 -0.49120 -0.4 -0.2 -0.2
P -2.06140 2.30380 -0.38760 -0.8 0.9 0.3
Se -0.23930 1.68640 -1.37810 0.1 0.1 -0.2
C -2.80420 3.75840 -1.19550 0.3 -0.3 0.1
C -2.29630 4.20610 -2.40640 0.2 -0.1 0.1
C -2.84900 5.31180 -3.02460 0.1 0.1 0.1
C -3.91300 5.97080 -2.43310 0.1 0.0 0.0
C -4.39620 5.54560 -1.20710 -0.1 0.0 0.1
C -3.84210 4.44490 -0.57790 0.1 -0.1 0.1
C -1.74930 2.84580 1.31840 0.0 -0.2 -0.4
C -0.62380 3.64240 1.51400 0.0 0.0 -0.1
C -0.26210 4.02090 2.79130 0.0 0.1 -0.1
C -1.02290 3.59930 3.87020 -0.1 0.0 0.0
C -2.15360 2.82520 3.67150 -0.1 0.1 0.2
C -2.52500 2.44070 2.39530 -0.1 0.0 -0.3
H -6.88120 4.14490 -0.73560 0.0 0.1 0.0
H -7.52960 5.34090 1.32290 0.0 0.1 0.0
H -7.48540 4.18010 3.49730 0.0 0.1 0.1
H -6.77460 1.81830 3.62380 0.0 0.0 0.1
H -6.14970 0.61100 1.55590 0.0 0.0 0.1
H -3.76370 1.71290 -2.96390 0.0 0.0 0.0
H -3.56020 3.04500 -5.02280 0.1 0.0 -0.1
H -5.48680 4.32840 -5.86780 0.0 0.1 -0.1
H -7.62640 4.29820 -4.63550 -0.1 0.0 0.0
H -7.84270 2.93930 -2.58350 -0.1 0.0 0.0
H -1.46490 3.67650 -2.85360 0.0 0.0 -0.1
H -2.44880 5.65990 -3.96400 0.0 0.0 -0.1
H -4.35860 6.82280 -2.92200 0.0 0.1 0.0
H -5.20250 6.08310 -0.73350 -0.1 0.0 0.1
H -4.20510 4.12710 0.38930 -0.1 0.0 0.1
H -0.03020 3.93810 0.65730 0.1 0.0 0.1
H 0.62330 4.61800 2.95030 0.1 0.0 0.0
H -0.71530 3.85590 4.87150 0.0 0.0 0.1
H -2.73780 2.49630 4.51830 0.0 0.0 0.1
H -3.39410 1.81520 2.24210 0.0 -0.1 0.0
N -0.90910 -2.61850 0.54950 -0.1 0.3 0.3
C -0.07170 -2.64990 -0.56400 0.1 -0.4 -0.8
C -0.52230 -2.11370 -1.78980 -0.2 -0.3 0.4
C 0.30480 -2.14390 -2.90350 0.4 0.0 0.0
C 1.57670 -2.67910 -2.81840 -0.2 0.0 -0.2
C 2.02300 -3.20940 -1.61350 -0.1 0.0 0.2
C 1.21550 -3.19840 -0.49590 0.0 0.1 0.0
H -0.62540 -3.17890 1.34200 0.0 0.1 -0.1
H -1.91240 -2.61960 0.36170 0.0 0.0 0.1
H -1.55660 -1.81170 -1.89960 0.0 0.1 0.1
H -0.06110 -1.75170 -3.84110 0.0 0.0 -0.1
H 2.20610 -2.72150 -3.69410 0.1 0.0 0.0
H 3.00620 -3.64950 -1.55070 0.1 0.0 0.0
H 1.56750 -3.61760 0.43650 0.0 0.0 0.1
```
Positions in Å, forces in eV/Å.

Its LUMO energy (spin up / spin down) is 0.02 / -1.91 eV. As for the total energy: -7427.93502 a.u. As for the spin multiplicity: 5.

Entry 2:
2 unconnected molecules or ions with the total composition C2H6N2O in a non-equilibrium geometry, computed with ωB97M-V/def2-TZVPD.

```
11
Properties=species:S:1:pos:R:3:forces:R:3
C 2.56924 -0.30380 -0.35084 0.3 0.5 -1.3
C -1.49596 1.07165 0.38958 1.0 -0.7 2.5
N -1.46796 -1.16859 -0.27679 -0.2 -3.2 -1.7
N -1.32958 -0.22992 0.54350 -1.5 2.0 0.7
O 2.19490 0.14283 0.70211 0.0 -0.9 -0.7
H 2.20910 -1.17337 -0.97834 -0.5 0.1 1.4
H -1.26333 1.66667 1.30659 -0.5 -0.3 -1.4
H -1.66435 1.32391 -0.61254 -0.1 1.1 -1.0
H -1.77764 -0.96322 -1.26088 0.6 0.9 1.5
H 3.34736 0.18894 -0.98607 0.1 0.3 0.7
H -1.32178 -0.55509 1.52369 0.8 0.1 -0.6
```
Positions in Å, forces in eV/Å.

Its LUMO energy is 0.83 eV. As for the total energy: -264.41107 a.u. As for the energy above the lowest of the compared OMol25 structures with the same formula, charge and spin: 462.7 kJ/mol.

The lowest total energy belongs to which entry?
C34H27N4O4P2RhSe2